This record from the OMol25 dataset describes an isolated molecule of C3H4N2O4S in a non-equilibrium geometry. The level of theory is ωB97M-V/def2-TZVPD.

Output
- highest occupied orbital energy (spin up / spin down) (eV) = -4.83 / -10.86
- spin multiplicity = 3
- lowest unoccupied orbital energy (spin up / spin down) (eV) = 0.21 / -2.27
- total charge = 0
- calculated total energy (Ha) = -925.1198
- ΔE to the lowest compared entry with this formula, charge and spin (kJ/mol) = 0.0

XYZ file:
```
14
Properties=species:S:1:pos:R:3:forces:R:3
S -1.446 0.686 -0.181 -0.167 1.644 1.136
O 2.440 -0.449 -0.097 2.621 -2.576 -1.985
O 2.165 1.415 1.144 1.547 4.187 2.731
O -1.466 1.982 -0.824 -0.395 -0.949 1.421
O -2.215 -0.403 -0.617 -1.821 -1.453 -1.607
N -1.920 0.682 1.465 0.218 0.580 -2.317
N 0.091 0.208 -0.231 1.671 0.185 1.105
C 0.376 -0.871 -0.965 -6.175 -0.434 -1.601
C 2.004 0.540 0.470 -4.150 -2.304 -1.540
C 1.679 -1.272 -0.972 3.096 1.201 1.103
H 2.169 -2.133 -1.288 0.791 -1.173 -0.066
H -1.217 1.171 1.969 0.368 0.074 1.165
H -2.168 -0.284 1.708 0.556 0.718 0.089
H -0.490 -1.272 -1.580 1.838 0.301 0.365
```
Positions in Å, forces in eV/Å.

Want to see where the charge sits? The natural (NBO) charges in e are: S 2.414; O -0.455; O -0.434; O -0.896; O -0.969; N -1.037; N -0.771; C -0.275; C 0.991; C 0.181; H 0.206; H 0.384; H 0.413; H 0.247